Entry 1:
Density functional theory data (ωB97M-V with the def2-TZVPD basis set) for one molecule with the formula C16H23FN2.

Summary:
Gap between HOMO and LUMO, eV: 9.2
Lowest unoccupied orbital energy, eV: 0.94
SMILES: Fc1ccccc1CN1CCC[C@H](NC2CCC2)C1
Strongest force on any atom, eV/Å: 0.434

Last column: Mulliken charge in e.
Positions of all 42 atoms, in Å:
H (-2.4218, 0.4610, 0.7829)  0.278
C (-0.1505, 0.6155, -1.4926)  -1.454
C (0.5306, 2.7206, -0.5677)  -1.111
H (-1.7671, -3.8996, 2.8204)  0.311
H (-0.3902, 0.9921, -2.5058)  0.397
H (0.3733, -1.0186, 0.2459)  0.058
H (-0.7882, -1.3592, -2.0513)  0.332
C (4.4166, 1.4657, 0.7881)  -0.367
C (3.0592, 2.7387, -0.6996)  0.619
H (0.9153, 0.3679, -1.4720)  0.530
N (-0.6022, -1.2194, 0.0549)  -0.069
C (-2.4615, -0.2656, -1.2247)  -1.084
H (0.1620, -2.5552, 2.1289)  0.261
H (5.3902, 1.1480, 1.1290)  0.375
H (0.5988, 3.1370, -1.5882)  0.346
C (1.8933, 2.2858, -0.0989)  0.135
C (-1.4757, -3.9711, 1.7750)  -0.441
C (4.3150, 2.3454, -0.2744)  -0.598
H (-1.9402, 2.8152, 0.2372)  0.449
H (0.1774, 3.5202, 0.0927)  0.469
H (-2.0678, 2.4583, -1.5029)  0.328
H (-2.6787, -2.1970, 1.3059)  0.154
C (-1.7946, 2.0367, -0.5165)  -0.926
H (-3.7337, 1.1522, -0.1977)  0.417
N (-0.4081, 1.6192, -0.4807)  0.498
H (5.1888, 2.7277, -0.7782)  0.441
C (-0.1497, -3.2964, 1.3961)  -0.883
H (-1.5171, -5.0140, 1.4669)  0.218
H (-2.7409, 0.0806, -2.2227)  0.467
H (-0.6515, -3.1812, -0.7429)  0.285
H (3.3487, 0.3114, 2.2387)  0.400
H (0.6870, -3.9541, 1.1686)  0.323
C (-0.8457, -2.6328, 0.1961)  0.293
C (2.0236, 1.4067, 0.9701)  -0.178
C (-2.2084, -3.0371, 0.8021)  -0.831
H (1.1208, 1.0461, 1.4383)  0.499
H (-2.9213, -3.5048, 0.1263)  0.356
C (-2.6879, 0.8411, -0.2027)  -0.625
H (-3.0674, -1.1380, -0.9835)  0.347
C (3.2695, 0.9972, 1.4085)  -0.850
F (2.9766, 3.5971, -1.7447)  -0.337
C (-0.9767, -0.6435, -1.2248)  0.166

***

Entry 2:
Density functional theory data (ωB97M-V with the def2-TZVPD basis set) for C16H23IrN2PTe4 as an isolated structure.

Summary:
Gap between HOMO and LUMO (alpha / beta), eV: 6.1 / 6.0
Lowest unoccupied orbital energy (alpha / beta), eV: -3.30 / -4.35
Charge: +1
Spin multiplicity: 5
Strongest force on any atom, eV/Å: 0.602

Last column: Löwdin spin population.
Positions of all 47 atoms, in Å:
H (-3.2325, 0.8207, 2.8943)  0.000
C (-1.1266, -3.5864, -0.3274)  0.000
Te (2.5400, 3.2203, -0.9009)  0.543
C (-1.3908, 0.6616, -3.6046)  0.012
C (-0.2116, 0.8293, 4.4125)  0.000
H (-1.8314, 0.2683, 0.9698)  0.002
H (-2.2047, 1.1932, 5.1168)  0.000
C (-2.1618, 0.7271, 3.0226)  0.000
Te (3.6040, 1.1639, -2.3220)  0.146
P (1.0117, -0.2352, 0.6265)  0.127
C (-0.7179, -2.2745, -0.1593)  0.014
C (-2.2953, 1.7771, -3.0947)  0.001
C (0.5855, 0.4844, 3.3297)  0.003
H (0.3063, 1.7644, -3.9161)  0.005
C (1.0214, -4.3447, 0.4239)  0.001
H (3.3757, -0.7107, 0.5074)  0.003
C (-0.2582, -4.6262, -0.0266)  0.007
H (-3.2860, 1.6238, -3.5234)  0.000
H (2.7610, -0.9855, 2.1559)  0.002
N (0.0433, 0.9439, -3.3768)  0.090
Ir (0.8479, 1.2472, -1.2181)  1.779
H (2.4293, -2.8387, 0.9661)  0.001
H (-1.3735, 2.3896, 0.0786)  0.000
C (-1.5853, 0.9364, 4.2679)  0.003
C (2.7078, -0.3370, 1.2827)  0.016
C (-2.4402, 1.8320, -1.5786)  0.010
C (0.0139, 0.2417, 2.0840)  0.008
H (-1.5757, 0.5146, -4.6714)  0.003
H (-3.3151, 2.4379, -1.3280)  0.003
Te (6.0967, 0.9959, -1.1421)  0.299
C (0.5503, -1.9825, 0.3461)  0.035
Te (6.4017, 3.3007, 0.0706)  0.774
C (1.4267, -3.0308, 0.6104)  0.009
H (-1.3875, -1.4722, -0.4406)  0.004
H (1.6544, 0.4125, 3.4750)  0.000
H (-1.6337, -0.2739, -3.0973)  0.002
H (-2.6192, 0.8249, -1.1944)  0.001
H (-1.0910, 3.3253, -1.2165)  0.005
H (1.7124, -5.1503, 0.6336)  0.000
H (-1.9333, 2.7426, -3.4644)  0.000
H (0.5910, 0.1765, -3.7530)  0.003
N (-1.2306, 2.3621, -0.9267)  0.086
H (-0.5742, -5.6526, -0.1571)  0.000
H (0.2475, 1.0149, 5.3746)  0.000
C (-1.3656, 0.3977, 1.9388)  0.004
H (3.0354, 0.6685, 1.5482)  0.000
H (-2.1221, -3.7978, -0.6957)  0.000

***

Entry 3:
Density functional theory data (ωB97M-V with the def2-TZVPD basis set) for one molecule with the formula C16H23N3O2S.

Summary:
Gap between HOMO and LUMO, eV: 8.5
Lowest unoccupied orbital energy, eV: 0.76
SMILES: CCCCOC[C@H](O)CCc1n[nH]c(=S)n1-c1ccccc1
Strongest force on any atom, eV/Å: 1.042

Last column: Mulliken charge in e.
Positions of all 45 atoms, in Å:
N (-0.7012, 0.2200, -1.4570)  0.376
N (-1.8399, 0.5010, 0.4052)  -0.683
H (1.7768, -0.7751, 5.0579)  0.344
C (-0.8448, -2.1637, 1.2729)  -0.963
H (1.2454, -2.5551, 0.8253)  0.443
N (-1.5514, 1.7053, -0.1456)  0.132
H (-0.7080, -2.3453, -0.8785)  0.409
H (-0.8087, 2.0497, 5.2751)  0.300
C (-0.4287, 2.6813, 4.4761)  -1.472
C (1.3432, -1.6012, -4.6045)  -0.410
H (0.9201, -3.0495, 3.2219)  0.437
C (-1.3400, -1.8468, -0.1416)  -0.637
H (-0.5572, 1.1798, 2.9522)  0.105
H (1.8708, -2.0685, -5.4223)  0.393
S (-0.3104, 2.7961, -2.2606)  -0.412
C (-1.3196, -0.3813, -0.3881)  0.451
H (-1.0135, -3.2175, 1.4938)  0.494
H (1.9777, 1.5872, 4.5818)  0.525
H (-0.4631, -2.7028, -4.9399)  0.377
H (0.5539, 0.0561, 1.5421)  0.037
H (2.1185, -1.7487, 3.0142)  0.401
C (1.0596, -2.0062, 2.9090)  -0.887
H (-1.4015, -1.5621, 1.9920)  0.334
H (-2.3642, -2.2113, -0.2487)  0.328
C (1.3022, -0.0375, -2.7833)  -0.287
C (0.2049, 1.8420, 3.3723)  -0.002
C (0.6521, -1.8600, 1.4305)  0.128
H (2.9922, -0.3560, -4.0453)  0.373
C (0.0331, -1.9598, -4.3336)  -0.723
C (1.9729, -0.6396, -3.8319)  -0.776
H (0.3004, 3.3695, 4.8988)  0.365
C (-0.0101, -0.4018, -2.5151)  0.134
O (0.2497, -1.1787, 3.7216)  -0.365
C (0.9206, -0.2794, 4.5807)  -0.616
H (2.0333, 0.7313, 3.0431)  0.284
H (0.1883, -0.0378, 5.3548)  0.340
H (-1.2583, 3.2624, 4.0806)  0.392
C (-0.8391, 1.5839, -1.2937)  0.065
C (-0.6509, -1.3589, -3.2924)  -0.152
H (-1.6809, -1.6153, -3.0910)  0.472
O (0.9832, -0.5803, 0.9539)  -0.450
H (-1.8538, 2.5644, 0.2806)  0.167
H (0.5534, 2.5076, 2.5788)  0.412
H (1.7822, 0.7101, -2.1727)  0.474
C (1.3826, 1.0020, 3.8784)  -0.661

***

Entry 4:
Density functional theory data (ωB97M-V with the def2-TZVPD basis set) for a 4-piece molecular cluster, C16H23N4O3PS overall.

Summary:
Gap between HOMO and LUMO, eV: 8.2
Lowest unoccupied orbital energy, eV: 0.21
SMILES: O=C1NCC[C@H]1P(O)(O)=S.c1cc[nH]c1.c1cc[nH]c1.c1cc[nH]c1
Strongest force on any atom, eV/Å: 2.158

Last column: Mulliken charge in e.
Positions of all 48 atoms, in Å:
C (4.3500, -2.2874, -1.6906)  0.129
H (-3.6958, 7.0131, -0.1068)  0.382
H (-3.5332, 4.3155, -0.3733)  0.367
O (1.5753, -3.6784, -2.6432)  -0.483
H (5.5639, -3.8716, -2.0726)  0.296
C (-2.3837, -2.1810, 3.4277)  -0.251
H (4.4825, -3.5341, -4.2650)  0.354
N (-1.6000, 5.5709, 1.9171)  0.013
C (-1.7564, -2.6640, 4.5441)  -0.644
C (-3.7024, -1.7782, 5.2033)  -0.513
H (-4.4688, -1.4967, 5.9043)  0.386
H (-2.4045, 0.8760, 2.0549)  0.622
N (-0.7441, 0.2689, -0.6778)  0.196
N (5.6289, -2.8669, -1.9828)  -0.421
H (-3.5259, 1.8893, -0.2030)  0.558
C (-3.6200, -1.6181, 3.8465)  -0.466
H (-1.8813, 1.1809, -2.2334)  0.376
H (-0.8100, -3.1616, 4.6653)  0.384
H (1.3275, -0.3185, -2.8898)  0.284
C (-1.7989, 0.9805, -1.1788)  -0.293
H (-2.3535, -2.6554, 6.5689)  0.187
H (0.0153, -0.1093, -1.2234)  0.323
H (6.8484, -2.5823, -3.7585)  0.400
H (5.9151, -1.1914, -3.0588)  0.324
C (-2.9855, 4.9301, 0.3194)  -0.019
H (-4.3616, -1.1507, 3.2212)  0.425
H (-1.7158, 3.4912, 1.4560)  0.320
N (-2.5641, -2.4128, 5.6202)  0.017
C (4.6389, -2.4773, -4.0751)  -0.911
C (-2.0707, 4.4825, 1.2343)  -0.388
C (-2.0261, 0.7942, 1.0492)  -0.661
H (-0.9143, 5.5391, 2.6465)  0.182
C (5.9387, -2.2496, -3.2922)  -0.586
O (3.9255, -2.0799, -0.5818)  -0.506
H (1.0536, -4.1502, -3.3027)  0.347
H (-0.1435, -0.3841, 1.2589)  0.508
C (-0.8758, 0.1487, 0.6769)  -0.670
C (-2.2045, 6.7079, 1.4535)  -0.448
H (3.7197, -0.8360, -3.0794)  0.044
O (1.1153, -1.1527, -2.4564)  -0.509
C (-3.0704, 6.3433, 0.4587)  -0.788
C (-2.6125, 1.3241, -0.1321)  -0.756
H (-1.9678, 7.6719, 1.8689)  0.376
H (4.6424, -2.0162, -5.0539)  0.382
S (1.4533, -2.1932, -5.1596)  -0.395
H (-2.0022, -2.2238, 2.4216)  0.480
P (1.9217, -2.2807, -3.2772)  0.502
C (3.6773, -1.9256, -3.0494)  0.545